{
  "formula": "CH5NO",
  "method": "ωB97M-V with the def2-TZVPD basis set",
  "species": ["H", "H", "N", "C", "O", "H", "H", "H"],
  "coordinates": [[1.365, 0.426, -1.504], [1.276, -0.289, -1.687], [-1.023, 0.177, 0.213], [0.074, -0.212, 0.891], [1.124, 0.421, 0.782], [-1.862, -0.416, 0.204], [-0.984, 0.992, -0.413], [0.030, -1.098, 1.514]],
  "mulliken_charge": [-0.075, 0.063, -0.311, 0.053, -0.541, 0.208, 0.258, 0.346],
  "multiplicity": 1,
  "relative_energy_kcal_mol": 11.9,
  "gap_ev": 10.982
}

***

{
  "formula": "CH5NO",
  "method": "ωB97M-V with the def2-TZVPD basis set",
  "species": ["C", "N", "O", "H", "H", "H", "H", "H"],
  "coordinates": [[-1.340, -0.359, -0.074], [1.422, -0.260, 1.482], [0.981, 0.374, 0.379], [-1.726, 0.715, 0.106], [-1.846, -1.068, 0.562], [-0.845, -0.590, -0.971], [1.859, -1.196, 1.289], [0.784, -0.210, 2.269]],
  "mulliken_charge": [-0.853, -0.239, -0.325, 0.235, 0.343, 0.307, 0.263, 0.269],
  "multiplicity": 1,
  "relative_energy_kcal_mol": 108.5,
  "gap_ev": [8.444, 9.925]
}

***

{
  "formula": "CH5NO",
  "method": "ωB97M-V with the def2-TZVPD basis set",
  "species": ["C", "N", "H", "H", "H", "O", "H", "H"],
  "coordinates": [[1.124, 0.026, 0.252], [1.461, 1.233, 0.059], [1.695, -0.609, 0.932], [0.225, -0.350, -0.233], [2.420, 1.328, 0.415], [-2.257, -0.934, -0.481], [-2.430, -0.367, 0.282], [-2.237, -0.328, -1.228]],
  "mulliken_charge": [-0.245, -0.473, 0.208, 0.269, 0.249, -0.662, 0.327, 0.326],
  "multiplicity": 1,
  "relative_energy_kcal_mol": 17.0,
  "gap_ev": 11.097
}

***

Q: What is the formula in the first record?
A: CH5NO